Molecular formula: C15H6Cl6O5PdS2
Method: DFT, the ωB97M-V functional and the def2-TZVPD basis

```
35
Properties=species:S:1:pos:R:3:nbo_charge:R:1
Pd -0.128 -0.085 -0.057 1.09
Cl 2.044 -0.674 6.447 -0.02
C 1.289 -1.015 4.934 -0.12
C 0.213 -1.888 4.877 -0.13
Cl -0.347 -2.656 6.322 -0.03
C -0.423 -2.127 3.661 -0.20
Cl -1.758 -3.225 3.607 -0.03
C -0.033 -1.499 2.466 0.35
O -0.673 -1.647 1.360 -0.73
C 1.164 -0.652 2.508 0.28
O 1.636 -0.167 1.430 -0.72
C 1.753 -0.423 3.768 -0.17
Cl 3.111 0.643 3.834 -0.03
Cl 0.077 7.038 -2.393 -0.06
C 0.294 5.342 -2.082 -0.13
C 1.263 4.637 -2.798 -0.22
C 1.429 3.306 -2.523 -0.14
Cl 2.609 2.416 -3.418 -0.01
C 0.723 2.585 -1.495 0.50
O 0.987 1.376 -1.291 -0.68
C -0.276 3.373 -0.803 -0.31
C -1.120 2.807 0.210 0.42
O -0.934 1.794 0.891 -0.59
C -0.475 4.722 -1.135 -0.16
H 1.863 5.122 -3.553 0.22
H -2.040 3.395 0.404 0.10
H -1.220 5.286 -0.591 0.21
C -4.471 -1.232 -4.445 -0.26
O -3.799 -0.466 -3.478 -0.53
C -2.652 -0.971 -2.950 0.00
S -2.089 -2.457 -3.399 -0.26
S -1.956 0.144 -1.877 -0.21
H -5.361 -0.667 -4.718 0.17
H -4.751 -2.212 -4.048 0.19
H -3.841 -1.394 -5.325 0.19
```

Summary:
- spin multiplicity = 1
- relative energy (zero: lowest compared OMol25 entry of this formula, charge and spin) (kcal/mol) = 36.3
- net charge = -2
- max |F| (eV/Å) = 2.63
- E_LUMO (eV) = 4.02